Entry 1:
{"formula": "C22H22IN2O5Pt", "method": "the ωB97M-V functional and the def2-TZVPD basis", "de_lowest_kcal_mol": 3.8, "gap_ev": 8.69, "spin_multiplicity": 1, "charge": 1, "energy_ha": -1754.1085, "e_lumo_ha": -0.107, "elements": ["Pt", "O", "C", "C", "C", "C", "C", "C", "N", "H", "H", "H", "H", "H", "H", "H", "O", "C", "C", "O", "O", "C", "C", "C", "C", "C", "C", "C", "C", "C", "C", "C", "C", "H", "H", "H", "H", "H", "H", "H", "H", "H", "H", "H", "N", "C", "O", "C", "I", "H", "H", "H", "H"], "xyz": [[-0.0538, -1.1354, -0.5511], [2.0049, -2.6259, 1.1959], [1.1957, -3.7344, 0.8549], [1.1304, -3.8803, -0.6429], [1.5534, -5.0471, -1.2576], [1.4666, -5.1778, -2.6332], [0.9645, -4.1222, -3.3753], [0.5596, -2.9841, -2.7103], [0.6278, -2.8693, -1.3749], [1.6938, -2.2510, 2.0255], [0.1763, -3.6285, 1.2432], [1.6156, -4.6555, 1.2659], [1.9630, -5.8408, -0.6490], [1.7957, -6.0862, -3.1192], [0.8856, -4.1701, -4.4514], [0.1637, -2.1282, -3.2387], [-1.8294, -1.8668, 0.1312], [-2.8419, -0.7786, 0.3299], [-2.0675, 0.5419, 0.5598], [-2.6478, 1.5032, 0.9791], [-0.7896, 0.5356, 0.2393], [-3.6675, -1.1275, 1.5495], [-3.2418, -2.0697, 2.4769], [-4.0134, -2.3375, 3.6009], [-5.2027, -1.6593, 3.8064], [-5.6227, -0.7080, 2.8853], [-4.8615, -0.4428, 1.7605], [-3.6363, -0.7172, -0.9610], [-4.5592, -1.7325, -1.2155], [-5.2261, -1.7819, -2.4295], [-4.9857, -0.8098, -3.3909], [-4.0788, 0.2083, -3.1362], [-3.4001, 0.2542, -1.9268], [-2.2451, -2.5135, -0.4598], [-2.3099, -2.5984, 2.3317], [-3.6784, -3.0768, 4.3164], [-5.8023, -1.8678, 4.6823], [-6.5476, -0.1701, 3.0440], [-5.1851, 0.3044, 1.0485], [-4.7781, -2.4662, -0.4473], [-5.9466, -2.5667, -2.6173], [-5.5160, -0.8384, -4.3334], [-3.9034, 0.9754, -3.8786], [-2.7038, 1.0610, -1.7347], [1.6844, 1.6127, -0.0413], [2.2453, 0.7172, -0.8266], [1.6935, -0.3556, -1.1828], [3.6268, 0.9702, -1.3397], [5.0065, -0.3216, -0.3631], [0.7163, 1.4966, 0.2678], [2.1835, 2.4523, 0.1986], [3.9507, 1.9903, -1.1631], [3.6643, 0.7393, -2.3996]]}

***

Entry 2:
{"formula": "C22H22IrN6O", "method": "the ωB97M-V functional and the def2-TZVPD basis", "gap_ev": [7.95, 4.04], "spin_multiplicity": 6, "s_squared": 8.837, "charge": 4, "energy_ha": -1358.0405, "e_lumo_ha": [-0.457, -0.597], "elements": ["Ir", "C", "C", "C", "C", "C", "C", "N", "C", "C", "C", "C", "C", "N", "C", "C", "C", "C", "C", "C", "N", "H", "H", "H", "H", "H", "H", "H", "H", "H", "H", "H", "H", "H", "H", "H", "C", "N", "C", "C", "C", "N", "C", "O", "N", "H", "H", "H", "H", "H", "H", "H"], "xyz": [[-0.0368, -0.6170, -0.1695], [3.1458, -1.9866, -0.9664], [3.2849, -0.5691, -0.5443], [4.5911, -0.0339, -0.4027], [4.7594, 1.2929, -0.0884], [3.6310, 2.0945, 0.0360], [2.3649, 1.5215, -0.1145], [2.2085, 0.1942, -0.3496], [1.1571, 2.3234, -0.0668], [1.2072, 3.7426, -0.0851], [0.0303, 4.4667, -0.0640], [-1.1674, 3.7772, -0.0334], [-1.1640, 2.3564, -0.0541], [-0.0122, 1.6691, -0.0578], [-2.3961, 1.5931, -0.0645], [-3.6405, 2.2253, -0.1811], [-4.7986, 1.4582, -0.1611], [-4.6793, 0.1000, -0.0020], [-3.3938, -0.4952, 0.0942], [-3.3218, -1.9700, 0.2516], [-2.2881, 0.2447, 0.0433], [3.6785, -2.1361, -1.9094], [2.1045, -2.2523, -1.1153], [3.6247, -2.6629, -0.2539], [5.4436, -0.6835, -0.5540], [5.7491, 1.7142, 0.0321], [3.7430, 3.1448, 0.2622], [2.1503, 4.2672, -0.1344], [0.0464, 5.5490, -0.0718], [-2.0913, 4.3338, 0.0167], [-3.7137, 3.2960, -0.2964], [-5.7697, 1.9261, -0.2594], [-5.5562, -0.5326, 0.0527], [-4.0234, -2.3046, 1.0176], [-2.3173, -2.2828, 0.5173], [-3.6376, -2.4532, -0.6782], [-0.6799, -5.1740, -2.1373], [-0.3208, -4.7182, -0.7971], [-0.1264, -5.5785, 0.2042], [0.2069, -5.1270, 1.4689], [0.3429, -3.6992, 1.7011], [0.1297, -2.8601, 0.6763], [-0.1894, -3.3401, -0.5423], [-0.3730, -2.5101, -1.4336], [0.6651, -3.2504, 2.8868], [-0.3602, -6.2034, -2.2838], [-0.2379, -4.5197, -2.8857], [-1.7671, -5.1345, -2.2723], [-0.2404, -6.6348, -0.0154], [0.3689, -5.8326, 2.2773], [0.8222, -3.8811, 3.6675], [0.7494, -2.2570, 3.0690]]}

***

Entry 3:
{"formula": "C22H22N2O4", "method": "the ωB97M-V functional and the def2-TZVPD basis", "de_lowest_kcal_mol": 21.4, "gap_ev": 9.58, "spin_multiplicity": 1, "smiles": "COC(=O)[C@H]1CCCCN1C(=O)c1ccc2oc(Cc3ccccc3)nc2c1", "energy_ha": -1262.0549, "e_lumo_ha": 0.025, "elements": ["C", "O", "C", "O", "C", "C", "C", "C", "C", "N", "C", "O", "C", "C", "C", "C", "O", "C", "C", "C", "C", "C", "C", "C", "C", "N", "C", "C", "H", "H", "H", "H", "H", "H", "H", "H", "H", "H", "H", "H", "H", "H", "H", "H", "H", "H", "H", "H", "H", "H"], "xyz": [[-0.5508, 2.0891, -5.0135], [0.5788, 1.5437, -4.3461], [1.4766, 2.4399, -3.9131], [1.5068, 3.5932, -4.2446], [2.6015, 1.7245, -3.1529], [3.7381, 2.6938, -2.7948], [4.4183, 2.2483, -1.4979], [4.4629, 0.7235, -1.4448], [3.0302, 0.1776, -1.3232], [2.0928, 1.0841, -1.9518], [0.9931, 1.6033, -1.3723], [0.3861, 2.5350, -1.8786], [0.5120, 0.9700, -0.1076], [0.2540, 1.8097, 0.9826], [-0.2470, 1.3255, 2.1758], [-0.4999, -0.0316, 2.2310], [-0.9860, -0.7935, 3.2429], [-1.0312, -2.0515, 2.7305], [-1.5801, -3.1417, 3.5744], [-3.0901, -3.0864, 3.5075], [-3.7311, -3.3447, 2.3023], [-5.1098, -3.2800, 2.2174], [-5.8602, -2.9546, 3.3356], [-5.2256, -2.6913, 4.5367], [-3.8447, -2.7530, 4.6219], [-0.6271, -2.1616, 1.5122], [-0.2688, -0.8873, 1.1333], [0.2436, -0.3898, -0.0545], [-1.1336, 1.2431, -5.3688], [-1.1307, 2.6913, -4.3119], [-0.2305, 2.7185, -5.8464], [2.9586, 0.9230, -3.8117], [3.3222, 3.6963, -2.6883], [4.4563, 2.7167, -3.6148], [5.4252, 2.6620, -1.4449], [3.8593, 2.6176, -0.6354], [5.0515, 0.3817, -0.5932], [4.9398, 0.3485, -2.3518], [2.9597, -0.8105, -1.7944], [2.7585, 0.0751, -0.2713], [0.4534, 2.8645, 0.8725], [-0.4402, 1.9704, 3.0173], [-1.2192, -4.0926, 3.1813], [-1.2429, -3.0102, 4.6031], [-3.1387, -3.5899, 1.4328], [-5.6005, -3.4824, 1.2769], [-6.9368, -2.9042, 3.2696], [-5.8055, -2.4346, 5.4110], [-3.3539, -2.5428, 5.5614], [0.4055, -1.0355, -0.9018]]}

***

Listing M for the structures above in their given order: 716.41, 578.68, 378.43 u.